Record 1
# C4H9N4P2

The ion C4H9N4P2 with charge +1 at a distorted geometry (wB97M-V/def2-TZVPD, the Open Molecules 2025 dataset).

Positions of all 19 atoms, in Å:
P (1.578, 2.942, 0.420)
P (-2.505, 0.432, 0.050)
N (1.431, 1.227, 0.480)
N (-0.884, -1.428, -0.045)
N (-0.940, 1.298, 0.109)
N (0.259, -0.725, -0.224)
C (-0.819, -2.595, -0.658)
C (0.507, -2.760, -1.139)
C (1.118, -1.581, -0.782)
C (0.330, 0.581, 0.216)
H (2.266, 0.605, 0.383)
H (2.173, -1.417, -0.963)
H (2.605, 3.037, 1.352)
H (-1.725, -3.153, -0.936)
H (0.895, -3.375, -1.947)
H (0.565, 3.174, 1.428)
H (-2.367, -0.051, 1.342)
H (-0.987, 2.188, 0.514)
H (-3.499, 1.602, 0.400)

HOMO energy ... -12.4 eV
ΔE to the lowest compared entry with this formula, charge and spin ... 0.0000 eV
LUMO energy ... -0.1599 hartree
Net charge ... +1
SMILES string ... PN/C(=[NH+]\P)n1cccn1
Total energy ... -1059.20804 hartree
Gap between HOMO and LUMO ... 8.1 eV

Atomic partial charges in e from the Löwdin method, atoms 1 to 6: 0.913 0.821 -0.208 -0.054 -0.189 -0.066

Record 2
# C4H9N5

The molecule C4H9N5 at a distorted geometry (wB97M-V/def2-TZVPD, the Open Molecules 2025 dataset).

Positions of all 18 atoms, in Å:
N (2.419, -0.211, 0.378)
N (-1.263, 0.029, 0.056)
N (-1.261, 2.383, 0.041)
N (3.564, -0.013, -0.350)
N (-1.735, -2.257, -0.122)
C (1.297, 0.031, -0.185)
C (0.085, -0.058, 0.635)
C (-1.700, 1.267, -0.354)
C (-2.103, -1.065, -0.068)
H (-0.718, -2.428, 0.022)
H (-0.382, 2.324, 0.627)
H (0.180, -1.064, 1.132)
H (-2.640, 1.199, -0.937)
H (-3.208, -0.776, -0.247)
H (4.301, -0.361, 0.228)
H (3.450, -0.577, -1.234)
H (0.066, 0.713, 1.409)
H (1.413, 0.406, -1.190)

HOMO energy ... -9.3 eV
ΔE to the lowest compared entry with this formula, charge and spin ... 2.7320 eV
LUMO energy ... 0.0293 hartree
SMILES string ... [H]/N=C\N(/C=N\[H])C/C=N/N
Total energy ... -431.50688 hartree
Gap between HOMO and LUMO ... 10.1 eV

Atomic partial charges in e from the Löwdin method, atoms 1 to 6: -0.075 -0.107 0.093 -0.015 0.092 -0.168

Record 3
# C4H9N5

The molecule C4H9N5 at a distorted geometry (wB97M-V/def2-TZVPD, the Open Molecules 2025 dataset).

Positions of all 18 atoms, in Å:
N (1.480, -0.261, 0.288)
N (1.176, -1.353, -0.431)
N (3.175, 1.485, 0.097)
N (-1.361, 0.976, 0.287)
N (-1.850, 2.169, -0.238)
C (-1.837, -0.199, 0.018)
C (-1.199, -1.421, 0.570)
C (2.737, 0.243, -0.017)
C (0.017, -1.887, -0.355)
H (3.537, -0.677, -0.193)
H (-2.463, -0.438, -0.827)
H (2.340, 2.197, 0.341)
H (-1.953, -2.202, 0.532)
H (-2.208, 2.140, -1.180)
H (-0.947, -1.149, 1.575)
H (0.614, 0.329, 0.555)
H (-0.225, -2.786, -0.887)
H (-1.034, 2.835, -0.136)

HOMO energy ... -8.8 eV
ΔE to the lowest compared entry with this formula, charge and spin ... 3.8839 eV
LUMO energy ... 0.0282 hartree
SMILES string ... [H]/N=C\N/N=C\C/C=N/N
Total energy ... -431.46455 hartree
Gap between HOMO and LUMO ... 9.6 eV

Atomic partial charges in e from the Löwdin method, atoms 1 to 6: -0.060 -0.012 0.016 -0.089 -0.001 -0.193